Run i
DFT (wB97M-V/def2-TZVPD) results for a cluster of 10 separate species, C30H60O30 in total.

SMILES   COC(=O)OC.COC(=O)OC.COC(=O)OC.COC(=O)OC.COC(=O)OC.COC(=O)OC.COC(=O)OC.COC(=O)OC.COC(=O)OC.COC(=O)OC
Orbital gap   11.08 eV
Lowest unoccupied orbital energy   0.549 eV
Spin multiplicity   1

Last columns: bonded neighbours and bond lengths (Å).
Geometry (Å):
1 C -0.900 1.920 2.723  O2 1.453, H7 1.112, H8 1.113, H9 1.122
2 O -0.842 2.379 1.345  C1 1.453, C3 1.375
3 C -2.022 2.446 0.644  O2 1.375, O4 1.226, O5 1.306
4 O -3.135 2.184 1.087  C3 1.226
5 O -1.835 2.668 -0.630  C3 1.306, C6 1.456
6 C -0.565 3.093 -1.203  O5 1.456, H10 1.104, H11 1.051, H12 1.124
7 H 0.083 1.961 3.240  C1 1.112
8 H -1.149 0.835 2.731  C1 1.113
9 H -1.639 2.447 3.383  C1 1.122
10 H -0.795 3.301 -2.263  C6 1.104
11 H 0.170 2.369 -1.006  C6 1.051
12 H -0.281 3.983 -0.579  C6 1.124
13 C -4.075 1.260 -2.190  O14 1.425, H19 1.105, H20 1.099, H21 1.089
14 O -3.022 1.902 -2.903  C13 1.425, C15 1.331
15 C -3.228 3.002 -3.623  O14 1.331, O16 1.217, O17 1.348
16 O -2.305 3.720 -3.958  C15 1.217
17 O -4.520 3.185 -3.965  C15 1.348, C18 1.439
18 C -4.645 4.280 -4.889  O17 1.439, H22 1.116, H23 1.091, H24 1.054
19 H -4.805 0.866 -2.921  C13 1.105
20 H -4.575 1.987 -1.535  C13 1.099
21 H -3.707 0.399 -1.633  C13 1.089
22 H -4.410 5.222 -4.340  C18 1.116
23 H -5.693 4.333 -5.191  C18 1.091
24 H -4.067 4.173 -5.764  C18 1.054
25 C 0.394 -0.364 6.219  O26 1.460, H31 1.104, H32 1.175, H33 1.125
26 O 1.003 0.959 6.126  C25 1.460, C27 1.375
27 C 2.369 1.121 6.113  O26 1.375, O28 1.198, O29 1.341
28 O 3.171 0.253 6.312  C27 1.198
29 O 2.642 2.385 5.759  C27 1.341, C30 1.399
30 C 4.003 2.707 5.805  O29 1.399, H34 1.073, H35 1.073, H36 1.126
31 H -0.539 -0.273 5.637  C25 1.104
32 H 0.244 -0.694 7.337  C25 1.175
33 H 1.024 -1.195 5.796  C25 1.125
34 H 3.993 3.644 5.284  C30 1.073
35 H 4.650 2.013 5.303  C30 1.073
36 H 4.320 2.837 6.878  C30 1.126
37 C -4.387 -7.450 1.738  O38 1.472, H43 1.091, H44 1.133, H45 1.112
38 O -4.738 -6.050 1.445  C37 1.472, C39 1.335
39 C -4.250 -5.644 0.271  O38 1.335, O40 1.220, O41 1.332
40 O -3.391 -6.204 -0.391  C39 1.220
41 O -4.861 -4.492 -0.001  C39 1.332, C42 1.501
42 C -4.260 -3.670 -1.103  O41 1.501, H46 1.162, H47 1.118, H48 1.052
43 H -5.156 -8.144 1.396  C37 1.091
44 H -4.378 -7.497 2.869  C37 1.133
45 H -3.393 -7.727 1.325  C37 1.112
46 H -3.912 -2.610 -0.776  C42 1.162
47 H -5.124 -3.643 -1.811  C42 1.118
48 H -3.489 -4.229 -1.550  C42 1.052
49 C -0.170 1.402 -4.970  O50 1.485, H55 1.090, H56 1.098, H57 1.059
50 O 1.244 1.501 -5.413  C49 1.485, C51 1.349
51 C 1.433 1.007 -6.653  O50 1.349, O52 1.218, O53 1.364
52 O 0.551 0.676 -7.425  C51 1.218
53 O 2.773 0.942 -6.903  C51 1.364, C54 1.448
54 C 3.325 0.318 -8.087  O53 1.448, H58 1.095, H59 1.087, H60 1.119
55 H -0.007 1.427 -3.893  C49 1.090
56 H -0.418 0.370 -5.249  C49 1.098
57 H -0.851 2.059 -5.445  C49 1.059
58 H 2.592 -0.076 -8.798  C54 1.095
59 H 3.884 -0.497 -7.633  C54 1.087
60 H 4.024 0.987 -8.651  C54 1.119
61 C 5.313 -2.024 -0.683  O62 1.463, H67 1.074, H68 1.118, H69 1.047
62 O 4.833 -2.653 -1.913  C61 1.463, C63 1.337
63 C 3.737 -2.027 -2.354  O62 1.337, O64 1.203, O65 1.345
64 O 2.878 -1.541 -1.665  C63 1.203
65 O 3.677 -2.095 -3.696  C63 1.345, C66 1.448
66 C 2.410 -1.583 -4.171  O65 1.448, H70 1.076, H71 1.117, H72 1.081
67 H 5.654 -1.011 -0.795  C61 1.074
68 H 6.209 -2.680 -0.558  C61 1.118
69 H 4.620 -2.098 0.097  C61 1.047
70 H 2.147 -2.095 -5.081  C66 1.076
71 H 2.565 -0.498 -4.391  C66 1.117
72 H 1.620 -1.812 -3.469  C66 1.081
73 C -6.098 -0.644 1.783  O74 1.383, H79 1.094, H80 1.069, H81 1.095
74 O -6.203 0.702 2.081  C73 1.383, C75 1.318
75 C -5.388 1.131 3.023  O74 1.318, O76 1.199, O77 1.329
76 O -4.498 0.548 3.576  C75 1.199
77 O -5.740 2.372 3.341  C75 1.329, C78 1.448
78 C -4.655 3.142 3.914  O77 1.448, H82 1.109, H83 1.066, H84 1.072
79 H -7.111 -0.956 1.512  C73 1.094
80 H -5.775 -1.246 2.606  C73 1.069
81 H -5.428 -0.776 0.926  C73 1.095
82 H -4.731 4.213 3.639  C78 1.109
83 H -3.742 2.786 3.495  C78 1.066
84 H -4.634 2.888 4.955  C78 1.072
85 C -2.466 -1.912 3.069  O86 1.436, H91 1.128, H92 1.089, H93 1.029
86 O -2.436 -1.787 1.638  C85 1.436, C87 1.302
87 C -1.340 -1.402 1.051  O86 1.302, O88 1.185, O89 1.360
88 O -0.394 -0.950 1.603  C87 1.185
89 O -1.479 -1.407 -0.303  C87 1.360, C90 1.486
90 C -0.258 -0.962 -1.024  O89 1.486, H94 1.124, H95 1.080, H96 1.095
91 H -2.264 -0.922 3.571  C85 1.128
92 H -1.807 -2.718 3.387  C85 1.089
93 H -3.450 -2.158 3.244  C85 1.029
94 H 0.140 0.021 -0.655  C90 1.124
95 H -0.600 -0.898 -2.047  C90 1.080
96 H 0.519 -1.731 -0.977  C90 1.095
97 C 7.424 -0.690 3.107  O98 1.481, H103 1.068, H104 1.092, H105 1.084
98 O 6.296 -1.646 3.023  C97 1.481, C99 1.340
99 C 5.061 -1.182 2.789  O98 1.340, O100 1.187, O101 1.350
100 O 4.847 -0.041 2.541  C99 1.187
101 O 4.203 -2.203 2.999  C99 1.350, C102 1.425
102 C 2.798 -2.058 2.814  O101 1.425, H106 1.071, H107 1.091, H108 1.109
103 H 7.336 -0.008 3.925  C97 1.068
104 H 7.517 -0.076 2.209  C97 1.092
105 H 8.352 -1.226 3.270  C97 1.084
106 H 2.405 -2.983 2.442  C102 1.071
107 H 2.533 -1.271 2.106  C102 1.091
108 H 2.312 -1.716 3.750  C102 1.109
109 C 2.563 1.145 0.760  O110 1.450, H115 1.102, H116 1.071, H117 1.150
110 O 2.311 1.584 -0.599  C109 1.450, C111 1.355
111 C 3.327 1.541 -1.493  O110 1.355, O112 1.223, O113 1.323
112 O 4.440 1.082 -1.280  C111 1.223
113 O 2.998 2.149 -2.622  C111 1.323, C114 1.474
114 C 4.109 2.255 -3.584  O113 1.474, H118 1.101, H119 1.137, H120 1.069
115 H 1.618 1.455 1.232  C109 1.102
116 H 3.392 1.636 1.228  C109 1.071
117 H 2.794 0.028 0.612  C109 1.150
118 H 4.679 1.332 -3.769  C114 1.101
119 H 4.860 2.981 -3.134  C114 1.137
120 H 3.653 2.628 -4.476  C114 1.069



Run ii
DFT (wB97M-V/def2-TZVPD) results for a cluster of 10 separate species, C30H60O30 in total.

SMILES   COC(=O)OC.COC(=O)OC.COC(=O)OC.COC(=O)OC.COC(=O)OC.COC(=O)OC.COC(=O)OC.COC(=O)OC.COC(=O)OC.COC(=O)OC
Orbital gap   10.80 eV
Lowest unoccupied orbital energy   0.412 eV
Spin multiplicity   1

Last columns: bonded neighbours and bond lengths (Å).
Geometry (Å):
1 C -4.357 5.459 -0.631  O2 1.438, H7 1.057, H8 1.073, H9 1.122
2 O -3.987 4.535 -1.669  C1 1.438, C3 1.301
3 C -4.463 3.325 -1.609  O2 1.301, O4 1.189, O5 1.363
4 O -5.236 2.879 -0.825  C3 1.189
5 O -4.024 2.640 -2.703  C3 1.363, C6 1.391
6 C -4.546 1.363 -2.885  O5 1.391, H10 1.102, H11 1.093, H12 1.092
7 H -5.410 5.492 -0.548  C1 1.057
8 H -3.983 6.413 -0.950  C1 1.073
9 H -3.954 5.316 0.406  C1 1.122
10 H -4.332 1.077 -3.927  C6 1.102
11 H -5.620 1.359 -2.685  C6 1.093
12 H -4.029 0.625 -2.267  C6 1.092
13 C 4.711 -2.713 -0.685  O14 1.436, H19 1.117, H20 1.071, H21 1.091
14 O 5.165 -2.247 -1.965  C13 1.436, C15 1.314
15 C 4.199 -2.291 -2.856  O14 1.314, O16 1.191, O17 1.332
16 O 3.197 -2.900 -2.650  C15 1.191
17 O 4.539 -1.731 -4.015  C15 1.332, C18 1.399
18 C 3.638 -1.967 -5.060  O17 1.399, H22 1.056, H23 1.144, H24 1.061
19 H 3.612 -2.756 -0.490  C13 1.117
20 H 5.146 -2.076 0.058  C13 1.071
21 H 4.959 -3.764 -0.523  C13 1.091
22 H 2.647 -1.777 -4.749  C18 1.056
23 H 3.692 -3.077 -5.332  C18 1.144
24 H 3.814 -1.397 -5.937  C18 1.061
25 C -1.793 -1.553 -3.905  O26 1.430, H31 1.107, H32 1.051, H33 1.094
26 O -1.808 -0.938 -5.196  C25 1.430, C27 1.332
27 C -1.000 0.103 -5.390  O26 1.332, O28 1.177, O29 1.389
28 O 0.056 0.328 -4.922  C27 1.177
29 O -1.515 0.769 -6.495  C27 1.389, C30 1.450
30 C -0.563 1.711 -7.052  O29 1.450, H34 1.083, H35 1.069, H36 1.081
31 H -2.721 -1.338 -3.341  C25 1.107
32 H -0.979 -1.196 -3.345  C25 1.051
33 H -1.748 -2.630 -4.092  C25 1.094
34 H -0.469 2.590 -6.427  C30 1.083
35 H -1.025 2.009 -7.969  C30 1.069
36 H 0.408 1.236 -7.031  C30 1.081
37 C 3.787 0.768 -1.512  O38 1.391, H43 1.087, H44 1.105, H45 1.091
38 O 4.141 1.215 -2.781  C37 1.391, C39 1.315
39 C 4.898 2.283 -2.906  O38 1.315, O40 1.202, O41 1.356
40 O 5.382 2.950 -2.032  C39 1.202
41 O 4.919 2.728 -4.187  C39 1.356, C42 1.428
42 C 5.673 3.928 -4.365  O41 1.428, H46 1.096, H47 1.093, H48 1.090
43 H 3.141 -0.093 -1.663  C37 1.087
44 H 3.267 1.549 -0.928  C37 1.105
45 H 4.677 0.477 -0.953  C37 1.091
46 H 5.341 4.703 -3.665  C42 1.096
47 H 5.406 4.265 -5.370  C42 1.093
48 H 6.722 3.695 -4.179  C42 1.090
49 C 5.766 -1.104 3.471  O50 1.448, H55 1.079, H56 1.101, H57 1.108
50 O 4.888 -1.802 2.556  C49 1.448, C51 1.335
51 C 4.264 -2.743 3.267  O50 1.335, O52 1.240, O53 1.307
52 O 4.464 -3.071 4.447  C51 1.240
53 O 3.459 -3.409 2.482  C51 1.307, C54 1.462
54 C 2.934 -4.637 3.078  O53 1.462, H58 1.053, H59 1.099, H60 1.079
55 H 6.389 -1.783 4.033  C49 1.079
56 H 5.222 -0.434 4.154  C49 1.101
57 H 6.387 -0.573 2.723  C49 1.108
58 H 3.721 -5.202 3.492  C54 1.053
59 H 2.577 -5.229 2.224  C54 1.099
60 H 2.225 -4.419 3.862  C54 1.079
61 C -4.198 -1.020 1.815  O62 1.400, H67 1.105, H68 1.124, H69 1.083
62 O -5.400 -0.550 1.274  C61 1.400, C63 1.385
63 C -5.453 -0.478 -0.108  O62 1.385, O64 1.210, O65 1.309
64 O -4.657 -1.002 -0.854  C63 1.210
65 O -6.462 0.263 -0.491  C63 1.309, C66 1.418
66 C -7.393 0.783 0.443  O65 1.418, H70 1.087, H71 1.085, H72 1.161
67 H -4.139 -2.122 1.851  C61 1.105
68 H -4.127 -0.578 2.846  C61 1.124
69 H -3.294 -0.675 1.326  C61 1.083
70 H -8.197 1.309 -0.064  C66 1.087
71 H -6.881 1.376 1.193  C66 1.085
72 H -7.927 -0.065 1.029  C66 1.161
73 C 0.694 6.365 -0.244  O74 1.398, H79 1.101, H80 1.049, H81 1.081
74 O 1.394 5.213 -0.615  C73 1.398, C75 1.408
75 C 0.642 4.435 -1.516  O74 1.408, O76 1.226, O77 1.314
76 O -0.540 4.673 -1.737  C75 1.226
77 O 1.415 3.452 -1.920  C75 1.314, C78 1.461
78 C 0.784 2.477 -2.805  O77 1.461, H82 1.147, H83 1.087, H84 1.073
79 H 1.448 6.892 0.360  C73 1.101
80 H -0.079 6.084 0.407  C73 1.049
81 H 0.376 6.920 -1.115  C73 1.081
82 H 1.484 2.232 -3.680  C78 1.147
83 H -0.004 3.017 -3.325  C78 1.087
84 H 0.535 1.631 -2.194  C78 1.073
85 C -1.935 -5.744 6.391  O86 1.496, H91 1.099, H92 1.047, H93 1.055
86 O -3.079 -4.865 6.785  C85 1.496, C87 1.379
87 C -2.743 -3.578 7.154  O86 1.379, O88 1.203, O89 1.326
88 O -1.636 -3.165 6.924  C87 1.203
89 O -3.640 -2.853 7.807  C87 1.326, C90 1.424
90 C -4.822 -3.404 8.378  O89 1.424, H94 1.154, H95 1.089, H96 1.126
91 H -1.734 -5.443 5.353  C85 1.099
92 H -2.363 -6.699 6.393  C85 1.047
93 H -1.107 -5.675 7.041  C85 1.055
94 H -4.764 -4.546 8.224  C90 1.154
95 H -5.656 -2.981 7.819  C90 1.089
96 H -4.807 -3.215 9.487  C90 1.126
97 C -1.747 1.924 0.042  O98 1.420, H103 1.098, H104 1.106, H105 1.099
98 O -2.002 0.528 0.017  C97 1.420, C99 1.293
99 C -1.012 -0.207 -0.370  O98 1.293, O100 1.260, O101 1.328
100 O 0.028 0.220 -0.939  C99 1.260
101 O -1.200 -1.506 -0.163  C99 1.328, C102 1.416
102 C -0.050 -2.331 -0.126  O101 1.416, H106 1.096, H107 1.075, H108 1.088
103 H -1.386 2.171 -0.965  C97 1.098
104 H -0.995 2.199 0.805  C97 1.106
105 H -2.681 2.458 0.269  C97 1.099
106 H 0.663 -2.081 0.669  C102 1.096
107 H 0.413 -2.281 -1.095  C102 1.075
108 H -0.498 -3.318 -0.031  C102 1.088
109 C 2.338 1.360 1.643  O110 1.410, H115 1.086, H116 1.112, H117 1.119
110 O 2.361 0.632 2.850  C109 1.410, C111 1.338
111 C 1.396 -0.275 3.040  O110 1.338, O112 1.185, O113 1.364
112 O 0.449 -0.520 2.370  C111 1.185
113 O 1.680 -0.973 4.177  C111 1.364, C114 1.422
114 C 0.602 -1.819 4.555  O113 1.422, H118 1.077, H119 1.058, H120 1.089
115 H 1.869 2.322 1.825  C109 1.086
116 H 1.858 0.779 0.826  C109 1.112
117 H 3.409 1.462 1.333  C109 1.119
118 H 0.760 -2.124 5.575  C114 1.077
119 H 0.534 -2.656 3.911  C114 1.058
120 H -0.390 -1.367 4.563  C114 1.089



Stability summary: most stable run i, least stable run ii.



Run i
DFT (wB97M-V/def2-TZVPD) results for a cluster of 2 separate species, C2H2OS in total.

Orbital gap (alpha / beta)   7.14 / 7.13 eV
Lowest unoccupied orbital energy (alpha / beta)   -2.767 / -2.725 eV
Spin multiplicity   1

Last columns: bonded neighbours and bond lengths (Å).
Geometry (Å):
1 C 1.364 1.582 -0.431  C2 1.493, O3 1.243
2 C 1.182 0.236 0.190  C1 1.493, O3 1.422, H5 1.098, H6 1.188
3 O 0.328 1.372 0.223  C1 1.243, C2 1.422
4 S 4.187 -0.447 -0.076  no bonds
5 H 1.034 -0.647 -0.446  C2 1.098
6 H 1.466 0.104 1.336  C2 1.188



Run ii
DFT (wB97M-V/def2-TZVPD) results for a cluster of 2 separate species, C2H2OS in total.

SMILES   C#C.O=S
Orbital gap (alpha / beta)   7.79 / 7.79 eV
Lowest unoccupied orbital energy (alpha / beta)   -1.872 / -1.878 eV
Spin multiplicity   1

Last columns: bonded neighbours and bond lengths (Å).
Geometry (Å):
1 C -0.793 0.035 0.408  C2 1.218, H5 1.060
2 C -1.795 0.088 -0.282  C1 1.218, H6 1.013
3 O 2.383 -0.819 0.431  S4 1.484
4 S 2.648 0.233 -0.580  O3 1.484
5 H 0.260 -0.016 0.517  C1 1.060
6 H -2.704 0.480 -0.495  C2 1.013



Stability summary: most stable run ii, least stable run i.